[1]
Molecular formula: C51H99O39P3
Method: DFT, ωB97M-V with the def2-TZVPD basis set

Values from the calculation:
net charge = 0
relative energy (zero: lowest compared OMol25 entry of this formula, charge and spin) = 0.0 kcal/mol
structure (SMILES) = CCOP(=O)(OCC)OCC.CCOP(=O)(OCC)OCC.CCOP(=O)(OCC)OCC.C[C@H]1COC(=O)O1.C[C@H]1COC(=O)O1.C[C@H]1COC(=O)O1.C[C@H]1COC(=O)O1.C[C@H]1COC(=O)O1.C[C@H]1COC(=O)O1.COC(=O)OC.COC(=O)OC.COC(=O)OC

Last column: Löwdin charge in e.
Element x y z (Å)
1 C -10.4886 -0.8349 -3.4087  -0.06
2 C -10.6916 -1.6799 -2.1547  -0.29
3 O -9.4236 -1.7602 -1.5218  -0.20
4 P -9.2254 -2.0490 0.1121  0.54
5 O -7.8760 -1.6612 0.6432  -0.25
6 O -10.4699 -1.3686 0.8572  -0.17
7 C -10.2585 -0.0567 1.1961  -0.33
8 C -11.3939 0.8355 0.6662  -0.06
9 O -9.6137 -3.6140 0.3216  -0.18
10 C -8.7623 -4.5576 -0.1769  -0.31
11 C -9.1597 -5.8836 0.5567  -0.06
12 H -11.4709 -0.8162 -3.8808  0.08
13 H -10.3034 0.2100 -3.1598  0.07
14 H -9.6089 -1.1839 -3.9493  0.08
15 H -11.5266 -1.2863 -1.5751  0.11
16 H -10.8784 -2.7393 -2.3302  0.12
17 H -10.3870 -0.1340 2.2757  0.12
18 H -9.2821 0.4033 1.0443  0.12
19 H -11.0953 1.0945 -0.3496  0.06
20 H -12.3811 0.3851 0.5625  0.08
21 H -11.3691 1.7065 1.3210  0.08
22 H -8.9705 -4.6836 -1.2394  0.12
23 H -7.6904 -4.4382 -0.0195  0.12
24 H -8.9814 -5.8610 1.6318  0.07
25 H -10.2269 -6.0954 0.4910  0.07
26 H -8.5979 -6.7382 0.1795  0.07
27 C 2.7418 -0.9275 7.7462  -0.07
28 C 1.2844 -0.4743 7.5624  -0.25
29 O 0.6487 0.2546 8.6497  -0.18
30 P -0.6599 -0.3350 9.3416  0.45
31 O -0.4921 -1.5194 10.2459  -0.25
32 O -1.4534 0.9312 9.9463  -0.17
33 C -1.0181 1.5263 11.1570  -0.30
34 C -1.6198 2.9082 11.2688  -0.08
35 O -1.4956 -0.5801 8.0022  -0.19
36 C -2.5805 -1.4345 7.9385  -0.29
37 C -2.7524 -1.9252 6.4773  -0.06
38 H 2.7261 -1.7830 8.4216  0.07
39 H 3.2804 -1.2138 6.8429  0.08
40 H 3.2607 -0.0799 8.1937  0.07
41 H 1.3478 0.2654 6.7643  0.11
42 H 0.6733 -1.3059 7.2115  0.11
43 H -1.2603 0.9948 12.0773  0.12
44 H 0.0573 1.6963 11.1055  0.12
45 H -1.4012 3.3634 12.2348  0.08
46 H -1.1636 3.4740 10.4565  0.08
47 H -2.7094 2.8807 11.2636  0.08
48 H -2.5239 -2.3001 8.5987  0.12
49 H -3.5035 -0.9186 8.2026  0.12
50 H -3.1184 -1.1564 5.7967  0.07
51 H -1.8294 -2.3433 6.0758  0.07
52 H -3.4851 -2.7322 6.4815  0.07
53 C 7.3107 2.2970 2.5855  -0.06
54 C 6.1667 1.7060 1.6498  -0.24
55 O 6.7090 1.7029 0.3228  -0.21
56 P 7.3949 0.3253 -0.3100  0.48
57 O 6.5406 -0.8360 -0.3316  -0.22
58 O 8.7759 0.2221 0.5911  -0.20
59 C 9.5794 -0.9741 0.5554  -0.27
60 C 10.7675 -0.8223 -0.3779  -0.08
61 O 7.9413 0.7691 -1.7647  -0.21
62 C 7.3138 0.3682 -2.9985  -0.23
63 C 7.9196 1.3540 -4.0411  -0.07
64 H 7.9516 1.4360 2.7754  0.05
65 H 7.9403 3.0756 2.1550  0.07
66 H 6.8936 2.5399 3.5628  0.07
67 H 5.9179 0.6952 1.9729  0.11
68 H 5.3015 2.3655 1.7188  0.11
69 H 9.9997 -1.1379 1.5477  0.11
70 H 9.0106 -1.8614 0.2773  0.11
71 H 11.3474 0.0740 -0.1578  0.08
72 H 11.4047 -1.6873 -0.1939  0.08
73 H 10.3688 -0.6788 -1.3821  0.07
74 H 7.4291 -0.6788 -3.2788  0.12
75 H 6.2497 0.5380 -2.8347  0.11
76 H 7.8213 2.4021 -3.7583  0.07
77 H 8.9882 1.2206 -4.2094  0.07
78 H 7.4264 1.2264 -5.0047  0.07
79 C -6.2501 6.1423 5.5227  -0.04
80 C -6.3401 4.6632 5.2089  -0.27
81 C -5.3576 3.8317 6.0516  -0.03
82 O -6.2620 3.0258 6.8773  0.09
83 C -7.4972 3.2910 6.6124  -0.64
84 O -8.4126 2.8288 7.3070  0.10
85 O -7.6228 4.2493 5.7529  0.10
86 H -6.3043 6.2850 6.6020  0.09
87 H -7.0626 6.7222 5.0848  0.09
88 H -5.3317 6.5844 5.1366  0.09
89 H -6.2943 4.5792 4.1231  0.15
90 H -4.8654 4.5241 6.7345  0.13
91 H -4.6989 3.1679 5.4915  0.13
92 C 6.2848 -5.6775 4.6876  0.00
93 C 5.3896 -5.9287 3.4320  -0.31
94 C 4.4108 -7.0482 3.4373  -0.14
95 O 3.2415 -6.4180 3.2089  0.09
96 C 3.3395 -5.1125 3.0612  -0.57
97 O 2.4048 -4.3604 2.8498  0.13
98 O 4.5842 -4.7698 3.3284  0.10
99 H 5.6935 -5.6757 5.6033  0.09
100 H 6.7865 -4.7439 4.4330  0.08
101 H 7.0518 -6.4520 4.6944  0.08
102 H 5.9980 -6.0289 2.5332  0.15
103 H 4.3085 -7.3351 4.4839  0.14
104 H 4.5750 -7.8870 2.7609  0.15
105 C 4.1537 5.3243 -8.7534  -0.02
106 C 2.7578 5.8038 -8.4122  -0.32
107 C 2.3643 5.9186 -6.9684  -0.10
108 O 1.9608 7.2514 -6.7556  0.10
109 C 1.9077 7.8615 -7.9152  -0.55
110 O 1.3740 8.9707 -8.0380  0.11
111 O 2.5539 7.1479 -8.8553  0.09
112 H 4.9316 5.7836 -8.1435  0.09
113 H 4.3941 5.4560 -9.8083  0.09
114 H 4.1441 4.2408 -8.6348  0.09
115 H 2.0501 5.2290 -9.0095  0.15
116 H 3.2800 5.7858 -6.3922  0.13
117 H 1.6712 5.1312 -6.6721  0.14
118 C -3.1004 8.9437 -3.4399  -0.01
119 C -3.9651 7.6904 -3.6438  -0.32
120 C -3.2473 6.3763 -3.3214  -0.15
121 O -3.9843 5.8290 -2.3180  0.07
122 C -5.1742 6.5041 -2.1949  -0.51
123 O -6.1069 6.0396 -1.5488  0.13
124 O -5.1267 7.6400 -2.8732  0.11
125 H -2.0594 8.9189 -3.7619  0.09
126 H -3.0502 9.1607 -2.3729  0.09
127 H -3.5719 9.7857 -3.9466  0.08
128 H -4.3288 7.5372 -4.6598  0.15
129 H -2.2301 6.5730 -2.9826  0.13
130 H -3.1825 5.7192 -4.1886  0.13
131 C 6.2086 7.7877 -2.0406  -0.02
132 C 6.8440 7.0228 -0.9081  -0.34
133 C 8.2884 6.5571 -1.0541  -0.12
134 O 8.9155 6.9819 0.1012  0.07
135 C 8.1053 7.7223 0.8817  -0.54
136 O 8.3850 8.1224 1.9806  0.16
137 O 6.9041 7.7627 0.2856  0.09
138 H 5.1713 7.8091 -1.7067  0.09
139 H 6.2958 7.2166 -2.9650  0.09
140 H 6.5175 8.8255 -2.1658  0.09
141 H 6.1648 6.1974 -0.6953  0.15
142 H 8.7832 7.0386 -1.8976  0.13
143 H 8.3379 5.4772 -1.1935  0.14
144 C -1.3911 0.9570 0.8272  -0.03
145 C 0.0404 0.9769 0.3892  -0.31
146 C 0.4016 0.3012 -0.9362  -0.10
147 O 0.9770 1.3202 -1.7158  0.07
148 C 1.1839 2.4224 -0.9448  -0.52
149 O 1.6716 3.5048 -1.2958  0.10
150 O 0.7040 2.2711 0.2962  0.10
151 H -1.8070 -0.0504 0.8096  0.10
152 H -2.0333 1.6064 0.2324  0.09
153 H -1.4613 1.2930 1.8618  0.09
154 H 0.5268 0.4490 1.2095  0.14
155 H -0.5034 0.0615 -1.4945  0.13
156 H 0.9727 -0.5893 -0.6737  0.14
157 C 1.7523 -7.8651 -2.5134  -0.04
158 O 2.3914 -9.0993 -2.2054  0.00
159 C 1.7701 -10.2171 -2.5687  -0.55
160 O 0.5698 -10.3028 -2.9504  0.07
161 O 2.6617 -11.2188 -2.4410  -0.01
162 C 2.1249 -12.5535 -2.4914  -0.04
163 H 0.8241 -7.7517 -1.9534  0.09
164 H 1.4777 -7.7938 -3.5658  0.10
165 H 2.3882 -7.0375 -2.1991  0.10
166 H 1.7984 -12.7590 -3.5108  0.10
167 H 1.3461 -12.7279 -1.7489  0.10
168 H 2.9061 -13.2532 -2.1942  0.09
169 C -4.5906 -1.6062 -3.7155  -0.06
170 O -4.8809 -2.9183 -4.0974  -0.02
171 C -4.2846 -4.0169 -3.5506  -0.53
172 O -3.2720 -4.0037 -2.8888  0.11
173 O -4.8153 -5.1653 -4.0682  -0.01
174 C -4.0565 -6.3703 -3.9269  -0.05
175 H -4.8121 -1.4062 -2.6671  0.10
176 H -5.2988 -1.0208 -4.3019  0.10
177 H -3.5657 -1.3439 -3.9781  0.09
178 H -3.7000 -6.6359 -4.9221  0.09
179 H -4.5747 -7.2395 -3.5216  0.09
180 H -3.1206 -6.3090 -3.3716  0.09
181 C 1.8436 -3.3008 -6.3541  0.00
182 O 2.1203 -3.6428 -7.7497  0.01
183 C 2.6918 -4.7975 -7.9332  -0.61
184 O 3.1499 -5.5730 -7.0868  0.09
185 O 2.6639 -5.0039 -9.2683  -0.01
186 C 3.2472 -6.1845 -9.8574  -0.04
187 H 1.2434 -2.3920 -6.3101  0.09
188 H 2.7914 -3.0548 -5.8754  0.10
189 H 1.2522 -4.1208 -5.9467  0.10
190 H 2.8494 -7.1330 -9.4965  0.09
191 H 4.3156 -6.2591 -9.6548  0.09
192 H 3.1138 -6.1464 -10.9385  0.09


[2]
Molecular formula: C52H104F2N12O8S2
Method: DFT, ωB97M-V with the def2-TZVPD basis set

Values from the calculation:
net charge = +4

Last column: Löwdin charge in e.
Element x y z (Å)
1 C 2.9911 8.6962 2.9416  -0.05
2 C 4.1051 7.5957 2.7861  -0.15
3 N 3.6137 6.2548 2.8841  -0.05
4 C 4.0193 5.2423 3.7622  0.04
5 C 3.1692 4.1226 3.6304  0.01
6 N 2.2492 4.4207 2.6294  -0.08
7 C 2.4619 5.8137 2.2927  0.05
8 C 1.0964 3.6788 2.1938  -0.01
9 H 2.2091 8.4023 3.6417  0.08
10 H 2.4547 8.9437 2.0256  0.07
11 H 3.3161 9.6454 3.3674  0.09
12 H 4.9109 7.7439 3.5050  0.14
13 H 4.5976 7.8013 1.8357  0.13
14 H 4.8346 5.3443 4.4632  0.14
15 H 3.0291 3.1625 4.1048  0.13
16 H 1.8132 6.3785 1.6396  0.15
17 H 1.2941 3.2337 1.2187  0.07
18 H 0.2970 4.4198 2.1887  0.10
19 H 0.9148 2.8775 2.9100  0.08
20 C -2.1247 -4.0424 1.3443  -0.06
21 C -3.3246 -4.7370 2.1097  -0.12
22 N -3.2055 -4.6329 3.6097  -0.02
23 C -3.8499 -3.6233 4.3202  -0.01
24 C -3.4181 -3.7546 5.6770  -0.02
25 N -2.3363 -4.6182 5.6207  -0.07
26 C -2.3323 -5.3249 4.4942  0.07
27 C -1.5719 -5.0648 6.8156  0.04
28 H -1.9547 -4.2062 0.2801  0.07
29 H -1.1452 -4.4412 1.6085  0.07
30 H -2.1679 -2.9821 1.5933  0.05
31 H -3.3498 -5.7913 1.8341  0.13
32 H -4.2364 -4.3183 1.6838  0.11
33 H -4.4372 -2.8625 3.8275  0.11
34 H -3.8402 -3.3415 6.5812  0.13
35 H -1.6857 -6.1648 4.2870  0.17
36 H -1.9443 -4.5961 7.7264  0.10
37 H -0.5054 -4.8414 6.8439  0.10
38 H -1.4925 -6.1468 6.9214  0.12
39 C 1.2964 -7.2715 -6.0051  -0.03
40 C 1.6462 -5.7574 -5.6476  -0.10
41 N 0.5405 -5.0265 -4.9736  -0.03
42 C -0.7973 -5.1112 -5.2682  0.00
43 C -1.4605 -4.2268 -4.4086  -0.03
44 N -0.5283 -3.5316 -3.6623  -0.08
45 C 0.6771 -4.0929 -3.9833  0.04
46 C -0.7921 -2.4626 -2.6893  0.01
47 H 0.4245 -7.3922 -6.6480  0.06
48 H 1.0674 -7.7498 -5.0527  0.08
49 H 2.1069 -7.8190 -6.4861  0.09
50 H 1.8626 -5.1102 -6.4975  0.14
51 H 2.4731 -5.7542 -4.9374  0.10
52 H -1.2659 -5.6659 -6.0677  0.14
53 H -2.5279 -4.2244 -4.2443  0.12
54 H 1.5580 -3.8421 -3.4111  0.14
55 H -1.7008 -2.7919 -2.1854  0.09
56 H -0.7330 -1.4230 -3.0116  0.09
57 H -0.0985 -2.5737 -1.8558  0.07
58 C -1.8833 -0.8209 7.1144  -0.04
59 C -0.8151 -0.3370 6.0843  -0.16
60 N -1.2830 0.0542 4.7779  -0.04
61 C -0.5088 0.7238 3.8339  0.03
62 C -1.3215 0.9168 2.6965  -0.01
63 N -2.5579 0.3755 2.9365  -0.10
64 C -2.6044 -0.0846 4.2388  0.09
65 C -3.5888 0.5135 1.9922  -0.01
66 H -2.4078 -1.6596 6.6567  0.02
67 H -2.6672 -0.0831 7.2855  0.09
68 H -1.5641 -1.1873 8.0901  0.10
69 H -0.0286 -1.0786 5.9446  0.14
70 H -0.3178 0.5230 6.5328  0.13
71 H 0.4687 1.0519 4.1556  0.12
72 H -1.1858 1.4898 1.7912  0.10
73 H -3.4114 -0.4725 4.8428  0.15
74 H -3.1380 0.5997 1.0036  0.09
75 H -4.1143 1.4510 2.1737  0.11
76 H -4.2664 -0.3368 2.0701  0.11
77 C 5.1089 3.5100 -0.3416  -0.08
78 C 5.0940 1.9830 -0.0104  -0.22
79 C 4.5539 1.5212 1.2831  -0.13
80 N 4.8627 0.0201 1.5882  -0.17
81 C 4.3230 -0.9138 0.4910  0.02
82 C 4.3870 -0.5025 2.9688  -0.10
83 C 5.5505 -1.0673 3.7784  -0.14
84 C 6.6322 -1.3560 2.7344  -0.13
85 C 6.4427 -0.2331 1.7075  -0.06
86 H 5.5579 4.1048 0.4538  0.06
87 H 4.1492 3.9712 -0.5747  0.04
88 H 5.8255 3.7573 -1.1248  0.09
89 H 6.1151 1.6185 -0.1233  0.12
90 H 4.6066 1.6406 -0.9233  0.11
91 H 3.4657 1.5339 1.2235  0.10
92 H 4.9142 2.1664 2.0843  0.12
93 H 3.2423 -1.0327 0.5698  0.08
94 H 4.5949 -1.8810 0.9137  0.10
95 H 4.5751 -0.7948 -0.5627  0.09
96 H 3.6756 -1.3130 2.8107  0.11
97 H 3.9176 0.2754 3.5710  0.11
98 H 5.1025 -1.9506 4.2337  0.13
99 H 5.8663 -0.4299 4.6043  0.12
100 H 6.5066 -2.3226 2.2465  0.13
101 H 7.6518 -1.3043 3.1162  0.13
102 H 6.7812 -0.4813 0.7015  0.14
103 H 6.9314 0.6247 2.1695  0.13
104 C -8.5113 -1.8943 -4.2092  -0.08
105 C -7.5105 -0.9948 -3.3355  -0.17
106 C -7.0161 0.2622 -4.2105  -0.06
107 N -5.4636 0.1880 -4.4875  -0.22
108 C -5.2183 -0.8208 -5.6444  0.04
109 C -5.0845 1.5636 -5.0394  -0.11
110 C -3.6534 1.6924 -4.5792  -0.18
111 C -3.6769 1.2530 -3.1723  -0.16
112 C -4.5643 0.0202 -3.2496  -0.08
113 H -8.0380 -2.1708 -5.1513  0.06
114 H -9.4104 -1.3269 -4.4494  0.08
115 H -8.8998 -2.7871 -3.7192  0.08
116 H -6.6950 -1.6077 -2.9513  0.09
117 H -8.1297 -0.6608 -2.5029  0.10
118 H -7.1614 1.2558 -3.7866  0.12
119 H -7.4433 0.4120 -5.2021  0.13
120 H -5.9410 -0.8192 -6.4604  0.12
121 H -5.5126 -1.7443 -5.1457  0.09
122 H -4.2051 -0.8587 -6.0444  0.11
123 H -5.3289 1.5776 -6.1016  0.15
124 H -5.6188 2.3909 -4.5723  0.14
125 H -3.1003 1.0599 -5.2735  0.12
126 H -3.1554 2.6564 -4.6832  0.12
127 H -2.6871 1.0407 -2.7681  0.11
128 H -4.1102 1.9671 -2.4720  0.12
129 H -4.1936 -1.0024 -3.3209  0.13
130 H -5.1763 -0.0540 -2.3507  0.12
131 C -3.2128 4.4453 0.1244  -0.09
132 C -1.7568 4.1898 -0.1132  -0.21
133 C -1.3378 3.6429 -1.5644  -0.10
134 N -0.2840 4.4445 -2.2509  -0.24
135 C -0.6256 5.9268 -2.5285  0.06
136 C -0.0207 3.7719 -3.5904  -0.12
137 C 1.3519 4.2438 -4.0369  -0.15
138 C 2.1013 4.4859 -2.7480  -0.15
139 C 1.1329 4.3248 -1.4974  -0.01
140 H -3.5358 4.6254 1.1497  0.09
141 H -3.8080 3.6738 -0.3641  0.07
142 H -3.5191 5.2344 -0.5624  0.08
143 H -1.4315 3.3584 0.5121  0.07
144 H -1.1557 5.0262 0.2436  0.09
145 H -2.1798 3.8763 -2.2162  0.11
146 H -1.1039 2.5796 -1.6166  0.10
147 H -1.6334 5.9999 -2.9374  0.12
148 H 0.1098 6.5144 -3.0780  0.12
149 H -0.7655 6.3300 -1.5255  0.09
150 H -0.7716 3.9638 -4.3568  0.14
151 H 0.0427 2.6910 -3.4648  0.14
152 H 1.2306 5.1996 -4.5465  0.12
153 H 1.8757 3.5032 -4.6413  0.14
154 H 2.5893 5.4536 -2.8643  0.12
155 H 2.9065 3.7515 -2.7241  0.11
156 H 1.2375 5.2866 -0.9954  0.11
157 H 1.2853 3.4213 -0.9070  0.11
158 N 4.1013 -4.5651 -3.1316  -0.29
159 S 4.5480 -3.4973 -1.9760  0.53
160 O 4.8602 -2.1760 -2.4044  -0.28
161 O 5.2940 -4.0128 -0.8568  -0.25
162 F 3.0502 -3.4196 -1.3751  -0.23
163 S 5.1140 -4.3083 -4.1685  0.40
164 O 6.4839 -4.3956 -3.8091  -0.24
165 O 4.7861 -3.4637 -5.3074  -0.29
166 F 4.9737 -5.8210 -4.7345  -0.22
167 C 1.2941 -3.3892 3.3833  -0.05
168 C 1.5059 -4.7172 4.1249  -0.83
169 O 2.1281 -4.7286 5.2128  -0.09
170 O 1.1590 -5.7952 3.6305  -0.07
171 H 0.2485 -3.1693 3.5986  0.03
172 H 1.1903 -3.5740 2.3141  0.05
173 H 1.9001 -2.5596 3.7476  0.05
174 C 0.4538 -1.5428 0.3728  -0.02
175 C 0.3145 -0.0324 0.0245  -0.73
176 O -0.7527 0.2434 -0.6355  -0.13
177 O 1.1562 0.8077 0.3928  -0.07
178 H 0.6640 -1.5940 1.4411  0.05
179 H 1.3324 -1.9696 -0.1109  0.06
180 H -0.4618 -2.1262 0.2757  0.04


Asked for maximum force across the records above, the calculation gives 5.57; 10.34 eV/A in order.
Asked for total energy across the records above, the calculation gives -5961.3191; -4297.2634 Eh in order.
Asked for molecular weight across the records above, the calculation gives 1429.24; 1127.61 g mol⁻¹ in order.